No. 1
# C17H20Cl3NO5Re

A molecular structure, C17H20Cl3NO5Re at a distorted geometry (the ωB97M-V functional and the def2-TZVPD basis, OMol25).

Output
<S²>: 3.806
Gap between HOMO and LUMO (alpha / beta) (Eh): 0.12500 / 0.12477
Molecular weight (g mol⁻¹): 610.9
Total charge: -2
E_LUMO (alpha / beta) (eV): 3.5 / 3.5
2S+1: 4

```
47
C17H20Cl3NO5Re | OMol25 | the ωB97M-V functional and the def2-TZVPD basis
C 2.85165 0.95754 -0.69149
C 2.24063 2.00409 0.11735
C 1.17471 2.62361 -0.71168
C 3.00339 2.70379 1.18400
C 1.19723 1.85543 -1.97338
C 2.20285 0.89040 -1.92187
C 2.57408 -0.01918 -3.06181
C 4.07505 0.21656 -0.32006
C 0.89676 4.09735 -0.67151
C 0.38606 2.14428 -3.17240
Re 0.19833 1.49333 0.72692
Cl -0.11400 2.62304 2.43521
Cl 1.48849 -0.20744 1.78999
Cl -1.65957 2.40884 -0.41344
H 3.47155 1.96175 1.84683
H 2.36159 3.33687 1.79748
H 3.77886 3.32854 0.70797
H 0.76551 4.43099 0.35804
H -0.01931 4.32873 -1.22896
H 1.73118 4.66933 -1.10890
H -0.49735 2.74060 -2.94015
H 0.06607 1.20906 -3.65535
H 0.99740 2.68772 -3.90770
H 1.70906 -0.50720 -3.52816
H 3.29627 -0.78545 -2.76101
H 3.04277 0.58605 -3.84536
H 4.12572 -0.00258 0.74959
H 4.95401 0.80627 -0.61872
H 4.12406 -0.74151 -0.85073
O 0.72355 -2.91960 -1.57555
H 0.44653 -2.04326 -1.26856
O -2.59379 -0.45113 -0.68469
C -2.16678 -0.68456 0.43522
O -1.22737 -0.04765 1.06765
C -2.81469 -1.85437 1.17276
C -2.19136 -2.55778 2.22525
C -2.83072 -3.63245 2.84811
C -4.11975 -4.01329 2.42722
C -4.75812 -3.32900 1.36471
C -4.09137 -2.27446 0.74553
N -4.77573 -5.09970 3.06844
O -4.20650 -5.71531 3.99817
O -5.93151 -5.39643 2.66316
H -1.20552 -2.24892 2.55209
H -2.34514 -4.17342 3.65629
H -5.75173 -3.64332 1.05463
H -4.58306 -1.75614 -0.08110
```


No. 2
# C17H24N2O3

A molecular structure, C17H24N2O3 at a distorted geometry (the ωB97M-V functional and the def2-TZVPD basis, OMol25).

Output
Energy above the lowest of the compared OMol25 structures with the same formula, charge and spin (kcal per mole): 443.5
Gap between HOMO and LUMO (Eh): 0.30579
Molecular weight (g mol⁻¹): 304.4
Total charge: 0
E_LUMO (eV): 0.3

```
46
C17H24N2O3 | OMol25 | the ωB97M-V functional and the def2-TZVPD basis
C -3.67964 -0.11860 -1.34772
C -3.02279 0.05998 -0.03937
O -3.26375 -0.63003 0.83162
N -2.37215 1.14268 0.15603
C -1.89594 1.90826 -0.96950
H -2.18219 3.02289 -0.43161
C -0.50130 1.76750 -0.80839
H -0.23313 0.90052 -1.44975
H -0.06928 2.62536 -1.80095
C 0.33162 2.05896 0.36273
C 1.74037 2.18991 0.15503
O 2.26145 2.81500 -0.75571
N 2.47639 0.88281 0.75570
H 1.95549 0.48984 1.45646
C 3.84130 0.74963 0.53055
H 4.25717 1.62868 0.37921
C 4.06788 -0.56003 -0.28110
O 3.28366 -1.59057 0.18480
C 2.11226 -1.57752 -0.33803
C 1.11938 -2.17812 0.80031
C -0.23138 -2.47555 0.30679
C -0.77902 -2.07691 -0.72038
C 0.17970 -1.52639 -1.77304
C 1.45448 -1.34076 -1.36668
H 2.15648 -0.81570 -2.55043
H -0.10199 -1.39982 -2.83091
H -1.68665 -2.54695 -1.10956
C -1.07790 -2.86346 1.39715
H -0.71796 -3.11018 2.51626
H -1.97404 -2.44364 1.56623
H -1.42014 -3.91791 1.09682
H 1.52188 -2.48364 1.53092
H 5.11600 -0.64785 -0.35121
H 3.69261 -0.20130 -1.34955
H 4.26673 0.43891 1.62367
H 0.15921 3.34394 0.72505
C -0.28382 1.16609 1.23683
C -1.82542 1.39969 1.74868
H -2.06003 2.44501 1.83110
H -2.39686 0.79927 2.26984
H -0.06016 0.04303 1.27867
H -0.02014 1.40902 2.63564
H -2.52038 1.88856 -1.73984
H -4.39325 0.59054 -1.69419
H -4.45357 -0.95148 -1.50138
H -2.77116 -0.30968 -2.16679
```


No. 3
# C9H10HgN2O4

A molecular structure, C9H10HgN2O4 at a distorted geometry (the ωB97M-V functional and the def2-TZVPD basis, OMol25).

Output
Energy above the lowest of the compared OMol25 structures with the same formula, charge and spin (kcal per mole): 0.0
Gap between HOMO and LUMO (alpha / beta) (Eh): 0.14575 / 0.14571
Molecular weight (g mol⁻¹): 410.8
Total charge: +2
E_LUMO (alpha / beta) (eV): -11.1 / -11.1

```
26
C9H10HgN2O4 | OMol25 | the ωB97M-V functional and the def2-TZVPD basis
Hg 0.00862 0.02873 -1.70971
O 0.16910 3.60783 -0.42239
C 0.12054 2.56125 -0.86406
C -0.12107 -2.55164 -1.03520
O -0.17708 -3.65965 -0.74885
C 2.53845 -0.11676 -1.06673
O 3.64143 -0.17417 -0.82349
C -2.54048 0.12837 -1.11373
O -3.64109 0.17445 -0.91012
C 0.03405 0.67806 -6.16471
H -0.87395 1.28380 -6.02386
H 0.99254 1.19431 -6.00361
C -0.02980 -0.66373 -6.22187
H 0.87426 -1.28092 -6.10873
H -0.99134 -1.19086 -6.12911
C 0.61767 1.15043 4.58863
N -0.00041 0.00283 3.88956
C -0.61617 -1.14734 4.58598
C -0.00152 -0.00256 2.57426
N -0.00691 -0.02745 1.39281
H 0.49550 0.92242 5.66712
H 0.11662 2.08803 4.24729
H 1.67601 1.24889 4.24664
H -1.67470 -1.24717 4.24512
H -0.11555 -2.08535 4.24450
H -0.49473 -0.92179 5.66428
```


No. 4
# C25H32O3RhS2Si

A molecular structure, C25H32O3RhS2Si (the ωB97M-V functional and the def2-TZVPD basis, OMol25).

Output
Energy above the lowest of the compared OMol25 structures with the same formula, charge and spin (kcal per mole): 14.2
Gap between HOMO and LUMO (Eh): 0.28594
Molecular weight (g mol⁻¹): 575.7
Total charge: +1
E_LUMO (eV): -3.3

```
64
C25H32O3RhS2Si | OMol25 | the ωB97M-V functional and the def2-TZVPD basis
Rh 1.41553 0.43291 -0.44505
O 0.24237 2.09601 -1.14703
S -0.23895 2.54907 -2.52001
C -1.92605 1.91035 -2.76759
C -2.25839 0.54055 -2.18882
C -2.35570 0.60751 -0.66299
C -2.45944 -0.71441 0.07899
S -1.12208 -1.86134 -0.39798
O 0.10446 -1.07359 -0.84739
C -0.74292 -2.59659 1.17416
C 0.58470 -2.72716 1.54209
C 0.87479 -3.37391 2.73786
C -0.14430 -3.88553 3.52652
C -1.47041 -3.75584 3.12988
C -1.77939 -3.11181 1.94421
C 0.67486 1.66019 -3.75717
C 1.13590 2.42615 -4.81961
C 1.87686 1.81910 -5.82417
C 2.16737 0.46595 -5.74765
C 1.71593 -0.29013 -4.67157
C 0.96103 0.30023 -3.67170
H -2.06061 1.95541 -3.85009
H -2.56421 2.67895 -2.32602
H -1.51866 -0.18893 -2.51495
H -3.21236 0.22242 -2.61811
H -3.22953 1.20066 -0.37834
H -1.49267 1.13533 -0.27114
H -3.37493 -1.25632 -0.17035
H -2.41458 -0.54740 1.15525
H 1.37601 -2.30975 0.92720
H 1.90575 -3.47928 3.04902
H 0.09220 -4.39306 4.45215
H -2.26472 -4.15984 3.74287
H -2.81306 -3.01168 1.63624
H 0.92556 3.48787 -4.85633
H 2.23723 2.40842 -6.65609
H 2.75489 -0.00351 -6.52515
H 1.95053 -1.34453 -4.61146
H 0.60603 -0.30117 -2.84482
C 3.24380 -1.51653 -1.09552
O 2.78930 -0.84280 0.05180
H 4.15015 -2.07029 -0.83609
H 3.50886 -0.83446 -1.91711
H 2.50247 -2.23682 -1.47019
C 2.09590 2.60889 1.39585
Si 1.32906 0.94194 1.78991
C 2.44136 -0.06901 2.88646
C -0.40567 1.04271 2.46428
C -0.88638 0.06007 3.33608
C -2.17258 0.12888 3.85161
C -3.00164 1.18796 3.50546
C -2.53950 2.17977 2.64893
C -1.25343 2.10562 2.13559
H 2.47319 3.03136 2.33247
H 1.39779 3.30999 0.94209
H 2.96634 2.51258 0.73625
H 2.06923 -0.09532 3.91194
H 3.43193 0.38919 2.89256
H 2.56328 -1.08187 2.51393
H -0.25309 -0.77552 3.61429
H -2.52494 -0.63930 4.52820
H -4.00166 1.24994 3.91497
H -3.17885 3.01522 2.39302
H -0.90394 2.88652 1.46837
```